[1]
This record from OMol25 describes a structure of composition C2H2F2LiOYb. The level of theory is ωB97M-V with the def2-TZVPD basis set.

The geometry in ORCA input format:
```
! wB97M-V def2-TZVPD RIJCOSX def2/J DEFGRID3
* xyz 0 2
F 2.96 1.66 0.16
C -0.06 0.74 -0.30
C -0.10 -0.56 0.06
O -0.28 -0.96 1.29
H -0.20 1.65 0.30
H 0.14 -1.32 -0.71
Yb -0.85 -2.67 2.77
Li -1.72 0.48 -1.89
F 0.11 0.98 -1.69
*
```

Computed properties:
E_HOMO (alpha / beta): -5.60 / -5.60 eV
LUMO level (alpha / beta): -1.770 / -1.790 eV

Results of the Löwdin charge analysis, in e, for atoms 1 through 8: F -0.894; C -0.152; C -0.379; O -0.464; H 0.130; H 0.118; Yb 0.970; Li 0.824


[2]
This record from OMol25 describes a structure of composition C3H8N. The level of theory is ωB97M-V with the def2-TZVPD basis set.

The geometry in ORCA input format:
```
! wB97M-V def2-TZVPD RIJCOSX def2/J DEFGRID3
* xyz 1 1
C -1.13 0.10 -0.96
C 0.25 0.71 -0.91
C 0.51 -0.29 1.38
N 0.38 -0.44 0.00
H -2.00 0.33 -0.34
H -1.36 -0.66 -1.75
H 0.67 0.65 -1.88
H 0.59 1.59 -0.38
H 0.12 0.72 1.60
H -0.12 -0.97 1.95
H 1.52 -0.40 1.73
H 0.57 -1.36 -0.44
*
```

Computed properties:
E_HOMO: -16.14 eV
LUMO level: -4.806 eV

Results of the Löwdin charge analysis, in e, for atoms 1 through 8: C 0.186; C -0.115; C -0.050; N -0.065; H 0.120; H 0.131; H 0.119; H 0.141


[3]
This record from OMol25 describes a cluster of 2 separate species, C4H15N2O in total. The level of theory is ωB97M-V with the def2-TZVPD basis set.

The geometry in ORCA input format:
```
! wB97M-V def2-TZVPD RIJCOSX def2/J DEFGRID3
* xyz 1 1
C 0.42 -1.33 0.55
C 0.82 -0.71 -0.85
C 0.06 0.62 -1.08
C -1.38 0.57 -1.55
N -1.92 -0.86 -1.64
N 0.33 -0.50 1.75
H -0.57 -1.81 0.28
H 0.94 -2.27 0.87
H 0.52 -1.48 -1.60
H 1.81 -0.50 -1.05
H 0.33 1.41 -0.26
H 0.69 1.05 -1.83
H -1.47 0.97 -2.53
H -1.90 1.10 -0.76
H -2.28 -1.29 -2.45
H -2.19 -1.18 -0.78
H -0.47 0.25 1.73
H 1.20 0.07 1.81
H 0.12 -1.15 2.48
H 1.26 2.91 2.75
H 2.19 2.21 1.73
O 1.48 1.95 2.44
*
```

Computed properties:
E_HOMO: -12.31 eV
LUMO level: -3.411 eV

Results of the Löwdin charge analysis, in e, for atoms 1 through 8: C -0.177; C -0.154; C -0.216; C -0.189; N 0.027; N 0.154; H 0.122; H 0.144


[4]
This record from OMol25 describes a structure of composition C27H24Cl5N7NiO6S2. The level of theory is ωB97M-V with the def2-TZVPD basis set.

The geometry in ORCA input format:
```
! wB97M-V def2-TZVPD RIJCOSX def2/J DEFGRID3
* xyz 0 3
Ni 0.41 1.17 -0.17
N 1.94 -5.74 -1.22
C 1.77 -4.44 -1.70
C 2.84 -3.76 -2.27
C 2.66 -2.48 -2.77
C 1.41 -1.88 -2.69
C 0.33 -2.56 -2.15
C 0.51 -3.84 -1.66
S 1.21 -0.21 -3.21
O 2.15 0.07 -4.25
O -0.20 -0.02 -3.51
N 1.47 0.72 -1.90
C 2.67 0.76 -1.25
N 2.49 1.27 -0.02
C 3.54 1.40 0.77
C 4.80 1.03 0.35
C 4.88 0.49 -0.93
N 3.84 0.36 -1.74
H 2.88 -5.98 -0.96
H 1.26 -6.03 -0.53
H 3.81 -4.23 -2.33
H 3.48 -1.93 -3.20
H -0.64 -2.09 -2.10
H -0.33 -4.37 -1.23
H 3.35 1.81 1.76
H 5.67 1.13 0.98
H 5.83 0.15 -1.32
Cl -3.54 3.92 5.31
C -2.51 3.68 3.95
C -1.43 2.79 4.02
Cl -1.13 1.94 5.49
C -0.61 2.58 2.93
Cl 0.73 1.51 3.02
C -0.84 3.21 1.68
O -0.13 2.96 0.64
C -1.89 4.14 1.67
Cl -2.12 5.08 0.22
C -2.72 4.37 2.76
Cl -4.03 5.49 2.65
O 2.31 -1.52 0.50
C 1.16 -1.55 0.88
N 0.14 -0.76 0.40
S -1.28 -1.10 1.11
O -2.18 -1.73 0.18
O -1.80 0.06 1.80
C -0.66 -2.30 2.24
C -1.32 -3.02 3.22
C -0.56 -3.93 3.94
C 0.80 -4.12 3.67
C 1.43 -3.38 2.68
C 0.68 -2.46 1.97
H -2.37 -2.88 3.42
H -1.03 -4.52 4.72
H 1.36 -4.84 4.25
H 2.48 -3.50 2.46
N -3.42 3.20 -2.23
C -2.19 2.99 -3.07
C -1.07 2.55 -2.16
N -1.39 1.34 -1.38
C -2.68 1.43 -0.70
C -3.82 1.90 -1.59
H -4.18 3.58 -2.78
H -3.19 3.86 -1.47
H -1.95 3.93 -3.56
H -2.44 2.24 -3.82
H -0.83 3.34 -1.45
H -0.18 2.35 -2.75
H -1.35 0.54 -2.02
H -2.59 2.10 0.16
H -2.95 0.45 -0.30
H -4.72 2.07 -1.01
H -4.03 1.20 -2.40
*
```

Computed properties:
E_HOMO (alpha / beta): -7.80 / -7.80 eV
LUMO level (alpha / beta): -0.597 / -0.601 eV

Results of the Löwdin charge analysis, in e, for atoms 1 through 8: Ni 0.666; N 0.100; C -0.319; C -0.025; C -0.059; C -0.292; C -0.072; C -0.026


[5]
This record from OMol25 describes a structure of composition C30H49BO2P2W. The level of theory is ωB97M-V with the def2-TZVPD basis set.

The geometry in ORCA input format:
```
! wB97M-V def2-TZVPD RIJCOSX def2/J DEFGRID3
* xyz 2 3
W -0.24 0.19 0.05
C 0.48 0.65 2.11
C 1.68 0.97 1.41
C -0.03 2.25 0.50
C -0.56 1.53 1.65
C 1.36 1.90 0.40
C 0.47 -0.07 3.41
H 1.15 -0.92 3.36
H -0.53 -0.41 3.66
H 0.81 0.60 4.21
C -1.81 1.90 2.36
H -1.98 1.24 3.20
H -2.65 1.84 1.67
H -1.76 2.93 2.73
C -0.64 3.40 -0.19
H -0.30 4.35 0.23
H -1.72 3.36 -0.11
H -0.37 3.37 -1.24
C 2.33 2.74 -0.34
H 2.70 3.57 0.29
H 1.87 3.18 -1.22
H 3.19 2.12 -0.63
C 3.04 0.71 1.96
H 3.27 1.36 2.83
H 3.81 0.90 1.21
H 3.12 -0.33 2.29
C 2.15 -2.96 -0.75
C 2.67 -2.63 0.44
C 4.12 -2.91 0.75
C 5.19 -2.03 0.05
C 4.69 -0.98 -0.92
C 4.20 -1.34 -2.11
C 4.10 -2.80 -2.49
C 2.99 -3.63 -1.80
H 4.37 -3.95 0.51
H 5.92 -2.70 -0.43
H 4.26 -2.79 1.84
H 3.48 -4.52 -1.38
H 1.10 -2.77 -0.99
H 2.06 -2.21 1.24
H 2.32 -4.00 -2.59
H 3.89 -2.85 -3.57
H 3.84 -0.63 -2.85
H 5.06 -3.32 -2.34
H 5.73 -1.50 0.85
H 4.77 0.05 -0.57
P -1.52 -1.85 0.92
C -2.85 -1.28 2.03
H -3.55 -2.09 2.22
H -3.41 -0.46 1.58
H -2.46 -0.94 2.99
C -2.42 -2.85 -0.30
H -3.16 -3.48 0.19
H -1.74 -3.47 -0.87
H -2.95 -2.19 -0.98
C -0.86 -3.16 1.97
H -0.20 -3.81 1.39
H -1.68 -3.77 2.38
H -0.30 -2.74 2.80
P -0.12 0.26 -2.53
C 1.07 1.44 -3.24
H 1.30 1.25 -4.30
H 2.01 1.43 -2.69
H 0.67 2.46 -3.18
C -0.07 -1.23 -3.58
H 0.94 -1.60 -3.75
H -0.54 -1.05 -4.55
H -0.64 -2.02 -3.08
C -1.57 1.02 -3.34
H -1.37 1.20 -4.40
H -1.82 1.96 -2.88
H -2.44 0.38 -3.27
O -2.98 1.98 -0.85
B -2.39 0.66 -0.53
O -3.57 -0.24 -0.67
C -4.67 0.51 -0.87
C -6.00 0.12 -0.86
C -6.95 1.11 -1.11
C -6.57 2.43 -1.36
C -5.24 2.82 -1.34
C -4.31 1.84 -1.04
H -6.25 -0.92 -0.64
H -8.00 0.84 -1.11
H -7.34 3.17 -1.58
H -4.89 3.83 -1.55
*
```

Computed properties:
E_HOMO (alpha / beta): -13.38 / -13.36 eV
LUMO level (alpha / beta): -7.894 / -8.113 eV

Results of the Löwdin charge analysis, in e, for atoms 1 through 8: W 1.319; C -0.338; C -0.219; C -0.380; C -0.369; C -0.271; C -0.013; H 0.082


[6]
This record from OMol25 describes an isolated molecule of C23H27N5O6. The level of theory is ωB97M-V with the def2-TZVPD basis set.

The geometry in ORCA input format:
```
! wB97M-V def2-TZVPD RIJCOSX def2/J DEFGRID3
* xyz 0 1
C 5.17 1.76 -3.12
C 4.24 2.31 -2.05
C 5.00 2.65 -0.77
C 4.14 3.35 0.28
C 2.92 2.57 0.75
C 3.28 1.23 1.39
N 2.09 0.55 1.87
N 1.50 -0.24 1.00
C 0.42 -0.89 1.29
C -0.22 -0.77 2.58
C -1.41 -1.40 2.95
C -1.95 -1.19 4.20
C -1.32 -0.35 5.12
C -0.15 0.29 4.77
C 0.41 0.09 3.51
C 1.64 0.80 3.16
O 2.25 1.55 3.89
H 0.37 0.95 5.45
H -1.75 -0.20 6.10
H -2.87 -1.68 4.47
H -1.92 -2.05 2.25
C -0.07 -1.75 0.18
O -0.02 -1.42 -0.98
O -0.56 -2.90 0.61
C -1.00 -3.85 -0.35
C -1.55 -3.26 -1.65
O -1.10 -3.69 -2.71
C -2.60 -2.26 -1.57
C -2.85 -1.46 -2.69
N -2.31 -1.74 -3.87
H -2.28 -1.06 -4.61
H -1.64 -2.52 -3.84
N -3.68 -0.38 -2.59
C -4.33 -0.03 -1.40
O -5.03 0.96 -1.34
N -4.14 -0.88 -0.35
C -3.31 -2.01 -0.34
O -3.27 -2.68 0.67
C -4.84 -0.58 0.89
H -5.26 -1.50 1.28
H -5.62 0.15 0.68
H -4.14 -0.17 1.62
C -3.92 0.48 -3.73
H -4.63 1.24 -3.42
H -4.34 -0.10 -4.56
H -2.99 0.97 -4.05
H -0.16 -4.50 -0.63
H -1.78 -4.43 0.15
H 3.94 1.38 2.24
H 3.75 0.56 0.66
H 2.24 2.39 -0.09
H 2.38 3.16 1.49
H 3.80 4.31 -0.12
H 4.77 3.57 1.15
H 5.43 1.74 -0.35
H 5.83 3.31 -1.02
H 3.74 3.21 -2.42
H 3.47 1.56 -1.84
H 5.93 2.50 -3.38
H 4.62 1.52 -4.03
H 5.67 0.86 -2.77
*
```

Computed properties:
E_HOMO: -8.68 eV
LUMO level: 0.170 eV
SMILES: CCCCCCn1nc(C(=O)OCC(=O)c2c(N)n(C)c(=O)n(C)c2=O)c2ccccc2c1=O

Results of the Löwdin charge analysis, in e, for atoms 1 through 8: C -0.116; C -0.273; C -0.232; C -0.211; C -0.180; C -0.129; N -0.050; N 0.189